1.
ORCA calculation (ωB97M-V/def2-TZVPD) on C10H5ClNO5Pt as an isolated structure at a distorted geometry.

Output
HOMO energy (alpha / beta): -11.2 / -13.2 eV
Energy: -1394.11424 Eh
Net charge: +1
Relative energy (zero: lowest compared OMol25 entry of this formula, charge and spin): 0.9453 eV
Kohn-Sham gap (alpha / beta): 6.20 / 6.80 eV
Spin multiplicity: 3

Cartesian coordinates (Å):
O -0.08 4.00 -0.26
C -0.09 2.97 0.28
Pt -0.01 -0.25 -0.42
C 0.07 -2.20 -0.04
O 0.09 -3.29 -0.48
C -0.26 -1.85 -3.15
O -0.23 -1.41 -4.20
C 2.04 0.05 0.04
O 3.18 0.13 0.32
C -1.97 0.07 -0.05
O -3.09 0.06 0.30
H 0.32 1.92 0.09
Cl 0.07 2.72 4.81
C 0.04 1.16 4.05
C 0.00 -0.01 4.78
C -0.03 -1.25 4.16
C -0.03 -1.26 2.77
N 0.01 -0.16 2.03
C 0.05 1.04 2.64
H 0.00 0.03 5.89
H -0.06 -2.24 4.66
H -0.07 -2.18 2.20
H 0.08 1.93 2.07

Löwdin atomic charge list, values in e, 6 entries: number 1, O, carries 0.10; number 2, C, carries -0.08; number 3, Pt, carries 0.86; number 4, C, carries -0.24; number 5, O, carries 0.10; number 6, C, carries 0.02

***

2.
ORCA calculation (ωB97M-V/def2-TZVPD) on a 23-piece molecular cluster, C10H66O23 overall at a distorted geometry.

Output
HOMO energy: -9.7 eV
Energy: -2151.01710 Eh
Kohn-Sham gap: 10.06 eV
Spin multiplicity: 1

Cartesian coordinates (Å):
O -2.51 -1.66 1.18
H -2.67 -2.48 0.72
H -1.65 -1.75 1.68
O 1.47 3.24 2.48
H 1.45 4.19 2.49
H 0.60 2.89 2.29
O -1.30 1.08 4.37
H -1.52 1.76 3.72
H -1.98 1.12 5.05
O -0.49 -4.23 0.79
H 0.15 -4.64 0.23
H -0.38 -4.52 1.70
O -1.34 2.86 2.14
H -0.97 3.69 1.80
H -1.60 2.23 1.49
O 3.43 -1.22 0.43
H 2.99 -0.40 0.68
H 3.96 -0.92 -0.33
O -3.30 1.39 -3.97
H -2.38 1.71 -3.71
H -3.36 1.41 -4.92
O -0.51 1.80 -3.45
H -0.31 0.92 -3.87
H -0.23 1.65 -2.50
O 2.39 1.62 0.39
H 1.53 1.52 -0.07
H 2.21 2.22 1.16
O -2.69 -1.05 -2.35
H -2.02 -1.39 -3.04
H -3.09 -0.36 -2.80
O 0.02 -2.13 -1.78
H 0.91 -2.53 -1.69
H -0.50 -2.34 -1.04
O -0.28 -1.15 -4.38
H 0.15 -1.64 -5.11
H -0.01 -1.53 -3.55
O -0.04 0.66 -1.01
H -0.92 0.90 -0.58
H -0.06 -0.25 -1.24
C -3.50 1.45 -0.26
O -2.44 0.92 0.41
H -3.71 2.40 0.29
H -3.46 1.50 -1.34
H -4.37 0.83 -0.06
H -2.57 -0.07 0.49
C 3.36 -4.02 -1.16
O 2.34 -3.03 -1.29
H 4.09 -3.66 -0.51
H 2.92 -4.93 -0.73
H 3.71 -4.39 -2.10
H 2.56 -2.39 -0.61
C -5.12 0.19 3.25
O -5.38 -0.56 2.07
H -4.61 -0.33 4.07
H -4.64 1.14 2.95
H -6.08 0.48 3.62
H -4.61 -1.05 1.79
C 3.50 0.95 -2.63
O 4.15 1.09 -1.39
H 3.77 1.73 -3.35
H 3.92 -0.02 -2.93
H 2.42 0.89 -2.53
H 3.54 1.50 -0.73
C -3.55 -4.71 -0.96
O -2.95 -3.42 -0.76
H -2.76 -5.39 -0.67
H -4.38 -4.80 -0.26
H -3.82 -4.88 -1.99
H -3.27 -2.75 -1.38
C 1.14 -4.48 3.51
O -0.29 -4.26 3.34
H 1.27 -5.57 3.58
H 1.69 -4.18 2.67
H 1.41 -3.98 4.43
H -0.56 -3.33 3.33
C 1.13 4.19 -1.56
O 0.89 5.38 -0.78
H 0.27 4.10 -2.27
H 2.16 4.20 -1.99
H 1.10 3.36 -0.85
H 0.96 6.09 -1.44
C 7.02 -0.20 -1.72
O 6.09 -1.22 -1.26
H 6.44 0.74 -1.87
H 7.84 -0.10 -1.01
H 7.36 -0.56 -2.74
H 6.64 -1.85 -0.74
C -1.86 6.52 0.90
O -0.95 5.43 1.08
H -2.76 6.21 0.38
H -2.12 7.01 1.85
H -1.39 7.33 0.34
H -0.24 5.41 0.39
C 0.76 -0.57 2.71
O -0.43 -1.25 3.15
H 0.97 0.14 3.52
H 1.60 -1.22 2.84
H 0.64 -0.10 1.76
H -0.99 -0.60 3.68

Löwdin atomic charge list, values in e, 6 entries: number 1, O, carries -0.06; number 2, H, carries 0.01; number 3, H, carries 0.06; number 4, O, carries -0.03; number 5, H, carries 0.05; number 6, H, carries 0.00

***

3.
ORCA calculation (ωB97M-V/def2-TZVPD) on C10H6AuBr2N2Se2Te2 as an isolated structure.

Output
HOMO energy (alpha / beta): -11.3 / -11.3 eV
Energy: -11116.61111 Eh
Net charge: +1
Kohn-Sham gap (alpha / beta): 5.14 / 5.14 eV
Spin multiplicity: 1

Cartesian coordinates (Å):
Au -0.21 0.43 0.10
Se -0.64 1.29 2.43
Te -0.67 3.65 2.44
Te -0.25 4.43 0.00
Se 0.01 2.50 -1.32
Br 6.40 -2.29 0.36
C 4.70 -1.50 0.33
C 4.53 -0.18 0.72
C 3.25 0.34 0.67
N 2.20 -0.36 0.26
C 2.37 -1.63 -0.12
C 3.62 -2.24 -0.10
C 1.13 -2.36 -0.56
C 1.21 -3.69 -0.97
C 0.07 -4.35 -1.38
Br 0.17 -6.13 -1.94
C -1.14 -3.68 -1.38
C -1.15 -2.37 -0.96
N -0.05 -1.71 -0.56
H 5.37 0.42 1.05
H 3.06 1.36 0.96
H 3.76 -3.26 -0.40
H 2.15 -4.21 -0.98
H -2.06 -4.16 -1.69
H -2.07 -1.81 -0.93

Löwdin atomic charge list, values in e, 6 entries: number 1, Au, carries 0.21; number 2, Se, carries -0.04; number 3, Te, carries 0.36; number 4, Te, carries 0.36; number 5, Se, carries -0.04; number 6, Br, carries 0.83